(1)
The following is a quantum chemistry calculation of 11 unconnected molecules or ions with the total composition C11H44O11, from the Open Molecules 2025 dataset.

Atoms and positions in Å:
C (-1.54265, -2.25446, 2.89784)
O (-2.38936, -2.51937, 3.95674)
H (-1.55539, -3.11558, 2.22969)
H (-1.84149, -1.33604, 2.39257)
H (-0.57278, -2.07096, 3.36018)
H (-1.91272, -2.53034, 4.78997)
C (-3.40802, -3.30776, -0.86617)
O (-3.30491, -3.79179, -2.16478)
H (-4.31417, -2.70935, -0.77188)
H (-3.58731, -4.22106, -0.29886)
H (-2.52811, -2.73862, -0.56628)
H (-4.20568, -3.90845, -2.47559)
C (0.67177, 2.58331, -4.17388)
O (1.55938, 1.68399, -4.69190)
H (0.61908, 3.65241, -4.37968)
H (-0.35935, 2.31490, -4.40378)
H (0.82109, 2.67253, -3.09785)
H (1.52097, 1.82093, -5.64130)
C (3.43700, -0.17124, 2.80500)
O (4.43596, 0.18954, 1.90055)
H (3.63639, -1.05439, 3.41196)
H (3.36729, 0.61948, 3.55199)
H (2.40952, -0.22000, 2.44444)
H (4.29950, 1.12722, 1.74647)
C (-3.89896, -0.06373, -2.94982)
O (-2.59093, 0.35914, -2.77553)
H (-3.98519, -0.14938, -4.03302)
H (-4.20008, -1.02894, -2.54265)
H (-4.57509, 0.70474, -2.57508)
H (-2.29153, 0.34442, -1.86352)
C (1.54844, 4.35095, -0.99062)
O (1.87528, 3.04674, -0.49944)
H (0.78979, 4.47370, -1.76359)
H (1.25878, 5.10841, -0.26231)
H (2.46517, 4.65994, -1.49284)
H (2.21225, 2.53345, -1.23740)
C (-0.70064, 0.49863, 5.25106)
O (0.02567, 0.42492, 4.04974)
H (-0.08806, 0.26399, 6.12157)
H (-0.96960, 1.54916, 5.36132)
H (-1.62074, -0.08292, 5.30864)
H (-0.50943, 0.99775, 3.49553)
C (-0.87830, 2.59097, 1.37394)
O (-1.51326, 2.25230, 2.58089)
H (0.10834, 2.13547, 1.45857)
H (-1.49642, 2.27595, 0.53324)
H (-0.70512, 3.66200, 1.26911)
H (-2.44900, 2.46210, 2.53648)
C (3.32923, -0.07987, -1.65760)
O (2.40924, 0.83377, -2.24529)
H (4.27155, 0.10141, -2.17457)
H (3.46902, 0.12760, -0.59670)
H (3.05255, -1.12598, -1.78875)
H (2.40590, 0.96257, -3.19661)
C (1.09665, -4.01914, -0.74502)
O (1.78608, -4.28082, -1.94718)
H (0.46914, -3.13068, -0.81550)
H (0.40486, -4.77482, -0.37291)
H (1.89373, -3.81465, -0.03021)
H (1.12172, -4.29235, -2.64006)
C (0.18556, -0.33162, 0.22815)
O (-0.21069, 0.30585, -0.94881)
H (1.23219, -0.15284, 0.47451)
H (-0.43378, 0.09423, 1.01755)
H (-0.08313, -1.38676, 0.27901)
H (0.53257, 0.87921, -1.14983)

## Properties
- Orbital gap: 10.242 eV
- SMILES: CO.CO.CO.CO.CO.CO.CO.CO.CO.CO.CO
- Total charge: 0
- LUMO energy: 0.0171 Eh
- Multiplicity: 1
- DFT total energy: -34636.829 eV
- Energy relative to the best compared isomer or geometry (same formula, charge and spin): 82.4 kcal/mol

---

(2)
The following is a quantum chemistry calculation of a molecular structure, C27H26BrNPPt, from the Open Molecules 2025 dataset.

Atoms and positions in Å:
Pt (0.70324, 1.35349, 0.52131)
C (-0.61386, -3.74511, 0.35891)
C (-1.42606, -3.13451, -0.73839)
C (-2.41366, -3.87881, -1.36919)
C (-3.18106, -3.34771, -2.39219)
C (-2.97146, -2.04711, -2.81839)
C (-1.99366, -1.28721, -2.21019)
C (-1.22326, -1.82201, -1.17859)
P (0.04534, -0.70751, -0.49399)
C (-0.08976, -0.94161, 1.33431)
C (-1.36836, -0.56951, 1.78921)
C (-1.68296, -0.60651, 3.13101)
C (-0.71456, -1.00331, 4.04361)
C (0.54424, -1.37011, 3.60301)
C (0.89274, -1.33361, 2.25671)
C (2.27464, -1.71421, 1.83101)
C (1.60644, -1.17911, -1.27819)
C (1.72184, -2.32041, -2.07279)
C (2.90744, -2.58431, -2.72899)
C (3.97544, -1.70971, -2.61179)
C (3.85144, -0.56101, -1.85329)
C (2.66564, -0.26201, -1.18589)
C (2.57514, 1.02099, -0.42419)
H (-0.64546, -4.83001, 0.29921)
H (-1.01026, -3.45231, 1.33151)
H (0.42464, -3.42421, 0.30191)
H (-2.57956, -4.89741, -1.05299)
H (-3.93946, -3.95371, -2.85949)
H (-3.56686, -1.62861, -3.61539)
H (-1.80656, -0.26771, -2.52459)
H (-2.12366, -0.29091, 1.06041)
H (-2.66906, -0.32181, 3.46661)
H (-0.94346, -1.02111, 5.09701)
H (1.28414, -1.68611, 4.32291)
H (2.77824, -2.26721, 2.61831)
H (2.86024, -0.82031, 1.61931)
H (2.25864, -2.31991, 0.92761)
H (0.88754, -2.99771, -2.17659)
H (3.00034, -3.46721, -3.33889)
H (4.90424, -1.91251, -3.12309)
H (4.68104, 0.12599, -1.77899)
H (2.76284, 1.85749, -1.10849)
H (3.34324, 1.05839, 0.36031)
C (-1.78756, 6.13729, -1.36889)
C (-1.32156, 5.31149, -0.21949)
C (-1.51226, 5.69519, 1.10841)
C (-1.03216, 4.89579, 2.13601)
C (-0.38516, 3.72809, 1.79271)
Br (0.33404, 2.52329, 3.09081)
N (-0.22146, 3.32779, 0.53011)
C (-0.66956, 4.10419, -0.45169)
H (-2.29836, 7.03239, -1.02679)
H (-2.46286, 5.56329, -2.00139)
H (-0.94006, 6.43059, -1.98689)
H (-2.03096, 6.61349, 1.34031)
H (-1.15526, 5.16599, 3.17301)
H (-0.50276, 3.73869, -1.45589)

## Properties
- Orbital gap (spin up / spin down): 6.035 / 6.201 eV
- Total charge: +1
- LUMO energy (spin up / spin down): -0.1551 / -0.1555 Eh
- Multiplicity: 1
- DFT total energy: -112482.365 eV
- Energy relative to the best compared isomer or geometry (same formula, charge and spin): 51.9 kcal/mol

---

(3)
The following is a quantum chemistry calculation of 2 unconnected molecules or ions with the total composition C2H5OP, from the Open Molecules 2025 dataset.

Atoms and positions in Å:
C (1.53894, -1.76316, -0.67591)
C (0.20454, 1.36483, -0.36942)
O (1.64819, -1.41713, -1.83177)
P (0.12223, 0.07900, 0.96002)
H (1.82853, -2.84445, -0.33256)
H (-0.33959, 1.05175, -1.15948)
H (1.21317, 1.62578, -0.48438)
H (-0.35046, 2.36282, -0.12645)
H (-0.64323, -0.76517, 0.21088)

## Properties
- Orbital gap (spin up / spin down): 8.087 / 7.688 eV
- Total charge: 0
- LUMO energy (spin up / spin down): -0.0189 / -0.0136 Eh
- Multiplicity: 1
- DFT total energy: -13487.443 eV
- Energy relative to the best compared isomer or geometry (same formula, charge and spin): 79.1 kcal/mol

---

(4)
The following is a quantum chemistry calculation of a molecular structure, C6H18Ag3FO8P2, from the Open Molecules 2025 dataset.

Atoms and positions in Å:
Ag (-25.56917, -28.70983, -11.53285)
Ag (-21.05188, -31.58148, -14.28083)
Ag (-26.93036, -31.21793, -16.30906)
F (-23.86296, -29.40715, -15.12515)
C (-16.95679, -29.54969, -19.57127)
O (-16.19213, -29.06151, -18.45099)
P (-16.88081, -29.10406, -16.97771)
O (-17.73109, -30.30198, -16.71529)
O (-15.68199, -28.99061, -15.85567)
C (-14.52856, -29.75907, -15.94186)
O (-17.68003, -27.66829, -17.01422)
C (-18.97755, -27.63130, -17.57925)
H (-17.29594, -30.58416, -19.51696)
H (-16.54111, -29.44745, -20.57370)
H (-17.93549, -29.07149, -19.61093)
H (-14.16690, -29.90351, -14.92380)
H (-13.76835, -29.10898, -16.37495)
H (-14.65361, -30.71908, -16.44269)
H (-19.49044, -28.56692, -17.80211)
H (-18.65929, -27.12407, -18.49003)
H (-19.63795, -27.00749, -16.97688)
C (-27.73092, -24.49536, -15.80481)
O (-29.11239, -24.12900, -15.34375)
P (-29.70634, -24.86659, -14.02859)
O (-28.72061, -25.48427, -13.09085)
O (-30.68695, -23.76011, -13.27224)
C (-31.70052, -23.12179, -13.91276)
O (-30.75885, -25.87177, -14.56315)
C (-31.15801, -26.93848, -13.73322)
H (-27.70395, -25.02995, -16.75434)
H (-27.28757, -25.24410, -15.14837)
H (-27.02557, -23.66580, -15.75577)
H (-32.51761, -22.87332, -13.23545)
H (-32.13985, -23.69694, -14.72781)
H (-31.42969, -22.12546, -14.26214)
H (-31.12324, -27.77088, -14.43608)
H (-32.16756, -26.81651, -13.34075)
H (-30.46714, -27.10717, -12.90719)

## Properties
- Orbital gap: 5.021 eV
- Total charge: +2
- LUMO energy: -0.3279 Eh
- Multiplicity: 1
- DFT total energy: -56167.254 eV
- Energy relative to the best compared isomer or geometry (same formula, charge and spin): 79.1 kcal/mol

---

(5)
The following is a quantum chemistry calculation of C4H6N2O in the gas phase, from the Open Molecules 2025 dataset.

Atoms and positions in Å:
C (0.05650, 0.76860, 1.30195)
N (-1.00153, -0.10732, 0.83844)
C (-1.09454, -0.74717, -0.37038)
O (-1.84519, -1.68814, -0.53073)
N (-0.34694, -0.27154, -1.50908)
C (0.92867, 0.50260, -1.29732)
C (1.06880, -0.74519, -1.51094)
H (-0.01469, 0.86468, 2.38586)
H (-0.02393, 1.77118, 0.86766)
H (1.04392, 0.36198, 1.06996)
H (-1.57989, -0.55128, 1.53655)
H (1.23014, 1.52716, -1.16349)
H (1.57869, -1.68557, -1.61848)

## Properties
- Orbital gap: 9.425 eV
- SMILES: CNC(=O)N1C=C1
- Total charge: 0
- LUMO energy: 0.0282 Eh
- Multiplicity: 1
- DFT total energy: -9269.300 eV
- Energy relative to the best compared isomer or geometry (same formula, charge and spin): 96.9 kcal/mol